# 1
Molecular formula: C16H17N
Method: DFT, ωB97M-V with the def2-TZVPD basis set

Positions of all 34 atoms, in Å:
1 C -1.66 -2.11 -0.62
2 C -1.27 0.99 -2.72
3 C -0.76 -0.18 -2.15
4 C -1.80 -0.94 -1.53
5 C -2.94 -0.13 -1.57
6 C -0.52 1.87 -3.51
7 C 0.82 1.59 -3.65
8 C 0.62 -0.44 -2.29
9 C 1.37 0.43 -3.06
10 N -2.60 1.02 -2.34
11 H -3.20 1.68 -2.79
12 H -1.02 2.78 -3.88
13 H -3.96 -0.40 -1.31
14 H 1.45 2.15 -4.30
15 H 1.21 -1.30 -1.97
16 H -2.20 -2.00 0.32
17 H -0.59 -2.28 -0.56
18 H 2.46 0.29 -3.26
19 H -2.30 -2.93 -0.94
20 C -0.71 1.09 3.33
21 C 2.77 -1.07 2.36
22 C 2.12 -1.37 3.55
23 C 2.48 -0.04 1.50
24 C 0.89 -0.73 3.69
25 C 1.35 0.73 1.83
26 C 0.49 0.33 2.84
27 H 3.53 -1.82 2.13
28 H 2.42 -2.10 4.28
29 H 3.14 0.29 0.67
30 H 0.28 -1.02 4.54
31 H 1.22 1.65 1.21
32 H -0.78 1.10 4.42
33 H -1.62 0.70 2.82
34 H -0.70 2.16 2.99

Results
energy relative to the best compared isomer or geometry (same formula, charge and spin) = 1.406 eV
2S+1 = 1
E_LUMO = 0.88 eV
net charge = 0
HOMO-LUMO gap = 8.62 eV
structure (SMILES) = Cc1c[nH]c2ccccc12.Cc1ccccc1



# 2
Molecular formula: C44H88O11
Method: DFT, ωB97M-V with the def2-TZVPD basis set

Positions of all 143 atoms, in Å:
1 C 4.74 15.11 9.46
2 C 5.55 14.12 8.64
3 C 6.21 14.95 7.55
4 O 6.49 16.18 8.20
5 C 5.64 16.36 9.34
6 H 4.66 14.73 10.47
7 H 3.79 15.35 8.99
8 H 4.98 13.24 8.33
9 H 6.37 13.77 9.28
10 H 5.61 15.03 6.63
11 H 7.17 14.49 7.29
12 H 5.02 17.25 9.18
13 H 6.23 16.51 10.25
14 C 1.80 20.27 1.84
15 C 1.69 18.80 2.17
16 C 0.26 18.71 2.72
17 O -0.49 19.76 2.09
18 C 0.40 20.57 1.33
19 H 2.58 20.43 1.10
20 H 2.07 20.92 2.67
21 H 2.44 18.42 2.87
22 H 1.71 18.10 1.32
23 H 0.24 18.99 3.79
24 H -0.20 17.72 2.71
25 H 0.13 21.61 1.55
26 H 0.31 20.45 0.25
27 C 0.49 15.41 6.12
28 C 1.18 16.37 7.09
29 C 0.80 17.74 6.52
30 O -0.51 17.58 6.00
31 C -0.74 16.22 5.66
32 H 0.12 14.49 6.57
33 H 1.14 15.15 5.29
34 H 2.26 16.22 7.04
35 H 0.93 16.21 8.14
36 H 1.47 17.93 5.66
37 H 0.89 18.59 7.18
38 H -0.89 16.04 4.59
39 H -1.65 15.95 6.20
40 C -3.54 19.46 4.39
41 C -4.60 20.56 4.17
42 C -4.51 21.39 5.43
43 O -3.78 20.64 6.39
44 C -2.81 19.89 5.68
45 H -2.85 19.50 3.54
46 H -3.98 18.47 4.50
47 H -5.57 20.05 4.24
48 H -4.45 21.07 3.23
49 H -5.50 21.61 5.83
50 H -3.97 22.34 5.29
51 H -2.39 19.06 6.24
52 H -1.95 20.52 5.40
53 C 3.42 10.20 4.86
54 C 2.05 10.78 4.56
55 C 1.58 11.30 5.96
56 O 2.58 10.91 6.90
57 C 3.81 10.79 6.19
58 H 4.16 10.47 4.10
59 H 3.48 9.11 4.90
60 H 1.44 9.99 4.13
61 H 2.06 11.68 3.94
62 H 0.59 10.93 6.23
63 H 1.55 12.39 5.95
64 H 4.45 10.10 6.75
65 H 4.41 11.70 6.14
66 C 5.02 15.11 2.26
67 C 4.56 14.02 3.23
68 C 3.21 14.52 3.73
69 O 2.65 15.24 2.61
70 C 3.66 15.48 1.65
71 H 5.63 14.77 1.43
72 H 5.56 15.91 2.75
73 H 5.30 13.86 4.02
74 H 4.50 13.06 2.70
75 H 3.44 15.30 4.46
76 H 2.58 13.78 4.22
77 H 3.63 16.51 1.29
78 H 3.45 14.85 0.77
79 C -1.00 11.42 1.67
80 C -0.57 12.83 1.31
81 C -0.53 13.49 2.69
82 O -1.65 12.89 3.36
83 C -2.12 11.75 2.65
84 H -0.15 10.95 2.17
85 H -1.30 10.83 0.81
86 H -1.37 13.26 0.70
87 H 0.37 12.91 0.78
88 H -0.63 14.57 2.64
89 H 0.40 13.26 3.21
90 H -3.02 12.08 2.11
91 H -2.36 10.88 3.26
92 C 1.32 23.37 6.40
93 C 1.12 23.33 7.94
94 C 0.52 21.96 8.19
95 O -0.21 21.67 7.00
96 C 0.62 22.11 5.91
97 H 2.36 23.34 6.07
98 H 0.90 24.30 6.02
99 H 0.50 24.18 8.20
100 H 2.07 23.48 8.46
101 H -0.21 21.89 8.99
102 H 1.29 21.21 8.40
103 H -0.07 22.20 5.07
104 H 1.32 21.31 5.65
105 C -0.99 18.61 9.50
106 C -2.33 19.21 9.87
107 C -1.94 19.98 11.19
108 O -0.68 19.47 11.60
109 C -0.39 18.29 10.84
110 H -0.39 19.38 9.01
111 H -1.07 17.77 8.80
112 H -3.05 18.44 10.15
113 H -2.77 19.88 9.13
114 H -2.72 19.89 11.95
115 H -1.89 21.02 10.87
116 H -0.74 17.39 11.34
117 H 0.70 18.26 10.73
118 C -3.02 16.40 1.77
119 C -3.95 15.88 2.85
120 C -5.26 16.52 2.45
121 O -5.24 16.57 1.02
122 C -3.92 16.31 0.55
123 H -2.08 15.84 1.64
124 H -2.68 17.41 2.01
125 H -3.61 16.13 3.86
126 H -4.03 14.79 2.84
127 H -5.34 17.52 2.90
128 H -6.12 16.00 2.88
129 H -3.59 16.98 -0.24
130 H -3.89 15.27 0.21
131 C -2.33 12.07 6.31
132 C -1.63 12.02 7.65
133 C -2.80 12.17 8.66
134 O -4.00 12.16 7.91
135 C -3.73 11.56 6.63
136 H -1.92 11.43 5.52
137 H -2.37 13.08 5.91
138 H -0.88 12.81 7.66
139 H -1.14 11.05 7.77
140 H -2.70 13.09 9.25
141 H -2.78 11.34 9.36
142 H -4.50 11.89 5.94
143 H -3.81 10.48 6.76

Results
energy relative to the best compared isomer or geometry (same formula, charge and spin) = 0.735 eV
2S+1 = 1
E_LUMO = 0.38 eV
net charge = 0
HOMO-LUMO gap = 9.44 eV
structure (SMILES) = C1CCOC1.C1CCOC1.C1CCOC1.C1CCOC1.C1CCOC1.C1CCOC1.C1CCOC1.C1CCOC1.C1CCOC1.C1CCOC1.C1CCOC1



# 3
Molecular formula: C22H45BrN4O6S2
Method: DFT, ωB97M-V with the def2-TZVPD basis set

Positions of all 80 atoms, in Å:
1 C 3.44 -2.83 -1.07
2 C 4.05 -2.46 -2.45
3 C 2.98 -2.26 -3.54
4 C 2.41 -0.82 -3.41
5 N 1.11 -0.67 -4.07
6 C 0.77 0.73 -4.40
7 C 0.07 1.52 -3.29
8 C 0.90 1.69 -2.00
9 C 0.10 2.56 -1.00
10 O 0.07 1.93 0.30
11 C -0.93 1.09 0.43
12 O -1.73 0.78 -0.40
13 O -1.03 0.60 1.72
14 Br -0.36 -1.10 1.80
15 C 0.05 -1.33 -3.45
16 S -0.03 -1.85 -1.90
17 S -1.31 -1.72 -4.59
18 C -2.78 -0.72 -4.16
19 C -4.01 -1.63 -3.93
20 C -4.04 -2.04 -2.43
21 H 2.95 -1.97 -0.62
22 H 2.73 -3.65 -1.15
23 H 4.27 -3.13 -0.44
24 H 4.59 -1.52 -2.32
25 H 4.76 -3.23 -2.76
26 H 2.17 -2.98 -3.40
27 H 3.38 -2.36 -4.55
28 H 2.42 -0.53 -2.36
29 H 3.13 -0.17 -3.92
30 H 0.10 0.70 -5.26
31 H 1.67 1.24 -4.75
32 H -0.11 2.53 -3.68
33 H -0.91 1.12 -3.02
34 H 1.84 2.18 -2.27
35 H 1.11 0.76 -1.48
36 H -0.89 2.83 -1.38
37 H 0.66 3.49 -0.84
38 H -2.66 -0.11 -3.27
39 H -2.98 -0.08 -5.03
40 H -3.97 -2.52 -4.55
41 H -4.89 -1.01 -4.10
42 H -3.24 -2.74 -2.19
43 H -5.00 -2.51 -2.22
44 H -3.92 -1.16 -1.79
45 C -5.69 1.87 -3.30
46 O -4.66 1.66 -3.91
47 N -5.76 2.26 -2.01
48 C -7.03 2.49 -1.35
49 C -4.53 2.44 -1.27
50 H -6.68 1.77 -3.77
51 H -7.08 3.52 -1.00
52 H -7.13 1.82 -0.50
53 H -7.86 2.31 -2.04
54 H -3.92 3.20 -1.75
55 H -3.97 1.51 -1.25
56 H -4.76 2.75 -0.25
57 C 3.74 -3.40 3.22
58 O 3.20 -3.71 2.17
59 N 3.14 -2.72 4.21
60 C 3.82 -2.37 5.44
61 C 1.76 -2.32 4.04
62 H 4.79 -3.66 3.44
63 H 3.30 -2.81 6.29
64 H 3.83 -1.29 5.56
65 H 4.85 -2.73 5.43
66 H 1.14 -3.20 3.89
67 H 1.66 -1.67 3.17
68 H 1.41 -1.78 4.93
69 C 2.88 1.10 7.16
70 O 2.47 -0.04 7.11
71 N 2.21 2.18 6.71
72 C 2.76 3.52 6.80
73 C 0.90 1.98 6.10
74 H 3.86 1.35 7.60
75 H 2.09 4.15 7.39
76 H 2.85 3.95 5.80
77 H 3.74 3.50 7.27
78 H 0.23 1.52 6.83
79 H 0.99 1.32 5.24
80 H 0.50 2.94 5.79

Results
energy relative to the best compared isomer or geometry (same formula, charge and spin) = 0.000 eV
2S+1 = 1
E_LUMO = -0.72 eV
net charge = 0
HOMO-LUMO gap = 6.99 eV



# 4
Molecular formula: C27H53ClNO16
Method: DFT, ωB97M-V with the def2-TZVPD basis set

Positions of all 98 atoms, in Å:
1 C 2.53 4.60 -2.55
2 O 2.89 3.46 -1.80
3 C 3.48 3.73 -0.55
4 C 3.04 2.69 0.50
5 C 1.54 2.46 0.35
6 C 0.90 1.71 1.53
7 C -0.64 1.70 1.34
8 C -1.23 0.37 0.85
9 C -0.48 -0.29 -0.33
10 C -1.36 -0.28 -1.61
11 N -0.68 0.05 -2.85
12 Cl 0.78 -0.87 -3.05
13 C -0.50 1.52 -3.02
14 O 0.59 1.79 -3.85
15 C -1.80 2.04 -3.71
16 O -1.68 2.65 -4.80
17 O -2.89 1.78 -3.14
18 H 1.60 4.40 -3.09
19 H 3.30 4.82 -3.29
20 H 2.35 5.49 -1.93
21 H 3.29 4.73 -0.16
22 H 4.57 3.63 -0.67
23 H 3.27 3.08 1.49
24 H 3.58 1.77 0.28
25 H 1.05 3.43 0.26
26 H 1.37 1.95 -0.60
27 H 1.21 2.22 2.45
28 H 1.31 0.70 1.57
29 H -0.91 2.56 0.72
30 H -1.08 1.89 2.32
31 H -1.28 -0.30 1.70
32 H -2.26 0.57 0.58
33 H -0.34 -1.33 -0.06
34 H 0.52 0.11 -0.50
35 H -2.22 0.39 -1.55
36 H -1.76 -1.28 -1.74
37 H -0.30 2.04 -2.08
38 H 0.36 1.47 -4.73
39 C 9.59 7.35 -0.97
40 C 8.63 6.64 -0.04
41 O 7.72 5.80 -0.75
42 C 8.22 4.63 -1.16
43 O 9.35 4.24 -0.97
44 O 7.27 3.99 -1.84
45 C 7.69 2.75 -2.41
46 H 9.04 7.89 -1.74
47 H 10.21 8.06 -0.42
48 H 10.24 6.64 -1.48
49 H 8.02 7.37 0.49
50 H 9.17 6.06 0.72
51 H 8.15 2.10 -1.66
52 H 8.38 2.93 -3.23
53 H 6.80 2.27 -2.80
54 C -3.85 -6.73 2.25
55 C -3.25 -5.34 2.27
56 O -2.61 -5.03 1.02
57 C -3.44 -4.69 0.03
58 O -4.64 -4.62 0.11
59 O -2.71 -4.47 -1.05
60 C -3.45 -4.16 -2.24
61 H -3.09 -7.47 1.97
62 H -4.24 -6.99 3.24
63 H -4.66 -6.81 1.53
64 H -2.46 -5.28 3.02
65 H -3.99 -4.59 2.51
66 H -4.14 -3.34 -2.06
67 H -3.99 -5.04 -2.58
68 H -2.73 -3.86 -3.00
69 C 1.92 -1.74 6.42
70 C 2.79 -0.83 5.56
71 O 2.20 0.46 5.40
72 C 2.32 1.29 6.43
73 O 2.89 1.05 7.47
74 O 1.70 2.42 6.13
75 C 1.68 3.38 7.18
76 H 0.91 -1.78 6.01
77 H 2.34 -2.74 6.45
78 H 1.85 -1.36 7.44
79 H 2.88 -1.25 4.56
80 H 3.79 -0.74 5.97
81 H 2.68 3.57 7.56
82 H 1.03 3.04 7.99
83 H 1.27 4.30 6.77
84 C -6.82 -5.32 -1.86
85 C -8.30 -5.22 -1.57
86 O -9.02 -4.62 -2.66
87 C -9.26 -5.42 -3.70
88 O -8.95 -6.58 -3.80
89 O -9.90 -4.70 -4.62
90 C -10.15 -5.41 -5.84
91 H -6.42 -4.35 -2.13
92 H -6.28 -5.69 -0.99
93 H -6.63 -6.00 -2.70
94 H -8.46 -4.57 -0.71
95 H -8.72 -6.20 -1.33
96 H -10.66 -6.35 -5.64
97 H -9.22 -5.59 -6.37
98 H -10.79 -4.78 -6.44

Results
2S+1 = 1
E_LUMO = 2.07 eV
net charge = -1
HOMO-LUMO gap = 6.52 eV



# 5
Molecular formula: C29H20F10IrN7Se
Method: DFT, ωB97M-V with the def2-TZVPD basis set

Positions of all 68 atoms, in Å:
1 Ir 0.18 -0.91 -0.33
2 C 3.29 -0.55 -1.16
3 N 2.19 -1.50 -0.91
4 C 2.58 -2.44 0.17
5 C 2.22 -1.81 1.51
6 N 0.84 -1.34 1.45
7 C 0.21 -1.06 2.67
8 C -0.64 -1.98 3.27
9 F -0.81 -3.17 2.70
10 C -1.34 -1.67 4.43
11 F -2.16 -2.57 4.97
12 C -1.19 -0.42 5.01
13 F -1.86 -0.12 6.10
14 C -0.34 0.51 4.44
15 F -0.20 1.71 4.98
16 C 0.36 0.18 3.29
17 F 1.20 1.07 2.75
18 C 1.81 -2.18 -2.18
19 C 1.08 -1.19 -3.08
20 N 0.06 -0.49 -2.30
21 C -0.44 0.69 -2.79
22 C -1.82 0.96 -2.64
23 F -2.59 0.04 -2.10
24 C -2.40 2.13 -3.08
25 F -3.70 2.33 -2.93
26 C -1.61 3.11 -3.69
27 F -2.16 4.22 -4.11
28 C -0.25 2.89 -3.83
29 F 0.52 3.83 -4.36
30 C 0.32 1.71 -3.40
31 F 1.64 1.61 -3.47
32 H 4.14 -1.08 -1.61
33 H 3.62 -0.11 -0.22
34 H 2.98 0.25 -1.82
35 H 2.02 -3.36 0.05
36 H 3.64 -2.68 0.13
37 H 2.88 -0.96 1.73
38 H 2.35 -2.54 2.32
39 H 1.16 -3.03 -1.94
40 H 2.70 -2.57 -2.70
41 H 0.61 -1.72 -3.91
42 H 1.80 -0.50 -3.52
43 C 1.85 4.71 -0.64
44 C 2.43 3.45 -0.63
45 C 1.67 2.34 -0.33
46 C 0.31 2.46 -0.02
47 C -0.27 3.74 -0.03
48 C 0.50 4.84 -0.34
49 N -0.39 1.32 0.28
50 N -1.55 1.39 0.85
51 C -2.27 0.27 0.93
52 C -3.52 0.30 1.59
53 C -4.29 -0.83 1.64
54 C -3.83 -2.00 1.01
55 C -2.60 -1.97 0.40
56 N -1.81 -0.89 0.37
57 H 2.45 5.58 -0.86
58 H 3.49 3.34 -0.86
59 H 2.11 1.35 -0.28
60 H -1.32 3.83 0.23
61 H 0.04 5.82 -0.33
62 H -3.83 1.23 2.04
63 H -5.25 -0.82 2.13
64 H -4.42 -2.90 0.99
65 H -2.23 -2.86 -0.10
66 Se -0.40 -4.89 0.14
67 C -0.01 -6.52 0.77
68 N 0.26 -7.58 1.16

Results
energy relative to the best compared isomer or geometry (same formula, charge and spin) = 0.000 eV
2S+1 = 6
E_LUMO (spin up / spin down) = -2.39 / -6.29 eV
expectation value of S² = 8.8226
net charge = +1
HOMO-LUMO gap (spin up / spin down) = 7.04 / 4.76 eV



# 6
Molecular formula: C5H7FOS
Method: DFT, ωB97M-V with the def2-TZVPD basis set

Positions of all 15 atoms, in Å:
1 C 1.13 1.06 0.74
2 C -0.08 1.33 -0.13
3 C -1.05 0.53 -0.44
4 C -1.36 -0.84 0.17
5 C -0.34 -1.90 -0.35
6 H 2.30 0.53 -0.73
7 H 1.62 2.05 0.93
8 H 0.90 0.59 1.69
9 H -1.65 0.81 -1.35
10 H -1.18 -0.82 1.29
11 H -2.34 -1.14 -0.03
12 H 0.68 -1.67 -0.02
13 O 2.08 0.17 0.16
14 F 0.03 2.55 -0.76
15 S -0.72 -3.25 -1.16

Results
energy relative to the best compared isomer or geometry (same formula, charge and spin) = 1.337 eV
2S+1 = 1
E_LUMO = -0.20 eV
net charge = 0
HOMO-LUMO gap = 8.51 eV
structure (SMILES) = OC/C(F)=C\CC=S



# 7
Molecular formula: C17H17BrMn
Method: DFT, ωB97M-V with the def2-TZVPD basis set

Positions of all 36 atoms, in Å:
1 C 0.58 1.09 -1.92
2 C 1.59 0.15 -1.51
3 C 1.01 -1.10 -1.22
4 H 2.65 0.34 -1.47
5 C -0.37 -1.02 -1.47
6 C -0.67 0.32 -1.90
7 H -1.63 0.65 -2.33
8 H 0.75 2.07 -2.37
9 H 1.54 -2.00 -0.91
10 H -1.03 -1.89 -1.52
11 Mn 0.10 0.57 0.07
12 Br -0.19 2.58 1.14
13 C -2.87 3.81 1.23
14 C -3.49 3.58 0.01
15 C -2.73 4.22 -1.02
16 H -4.43 3.03 -0.14
17 C -1.62 4.85 -0.44
18 C -1.65 4.59 0.98
19 H -0.96 5.00 1.71
20 H -3.18 3.43 2.21
21 H -3.00 4.26 -2.08
22 H -0.85 5.45 -0.94
23 C 1.36 -0.46 1.42
24 C 1.23 -1.87 1.86
25 C 2.30 -2.53 2.54
26 C 2.14 -3.83 2.97
27 C 0.93 -4.51 2.69
28 C -0.12 -3.87 1.99
29 C 0.04 -2.54 1.62
30 H 1.14 0.34 2.14
31 H 2.34 -0.24 1.00
32 H 3.25 -2.00 2.73
33 H 2.95 -4.36 3.49
34 H 0.81 -5.55 3.00
35 H -1.02 -4.39 1.73
36 H -0.80 -2.02 1.09

Results
2S+1 = 6
E_LUMO (spin up / spin down) = 5.01 / 5.00 eV
expectation value of S² = 8.7654
net charge = -2
HOMO-LUMO gap (spin up / spin down) = 3.54 / 3.87 eV



# 8
Molecular formula: C7H12N2
Method: DFT, ωB97M-V with the def2-TZVPD basis set

Positions of all 21 atoms, in Å:
1 C -2.45 -0.65 -0.18
2 C -1.02 -0.31 0.19
3 C -0.20 -0.54 -1.03
4 C 0.96 -0.40 0.04
5 C 0.07 -1.05 1.06
6 C 0.88 1.04 0.37
7 C -0.58 1.16 0.56
8 H -3.21 -0.50 0.56
9 H -2.60 -1.63 -0.59
10 H -2.66 0.07 -1.02
11 H -0.32 0.26 -1.82
12 H -0.30 -1.62 -1.40
13 H 2.79 -0.21 -0.84
14 H 2.46 -1.79 -0.60
15 H 0.18 -0.60 2.04
16 H 0.03 -2.16 0.96
17 H 1.67 1.32 1.12
18 H 0.18 2.79 -0.45
19 H -1.09 1.70 1.33
20 N 2.32 -0.84 -0.20
21 N 0.09 1.82 -0.56

Results
energy relative to the best compared isomer or geometry (same formula, charge and spin) = 2.734 eV
2S+1 = 1
E_LUMO = 1.00 eV
net charge = 0
HOMO-LUMO gap = 9.60 eV



Across the entries above, largest force on an atom takes the values 0.0622, 0.0443, 0.0357, 0.0368, 0.0405, 0.0687, 0.0716, 0.0757 Eh/bohr, respectively.